(1)
Computed, not measured: a structure of composition C47H63I2N3O2P2PtSi, with ωB97M-V/def2-TZVPD.

XYZ file:
```
121
Properties=species:S:1:pos:R:3:forces:R:3:mulliken_charge:R:1
Pt 0.16977 0.67854 -0.82066 0.15 -1.31 -1.69 2.648
C -2.91835 2.03605 -2.42825 0.28 0.04 -0.30 -1.510
Si -2.07705 1.44131 -0.88367 0.21 -0.50 0.63 2.054
C -2.06664 2.77071 0.42140 -0.16 0.22 -0.34 0.379
C -3.00112 3.80851 0.38600 -0.03 0.05 0.15 -1.057
C -3.04960 4.75518 1.40039 -0.01 -0.06 -0.05 -0.925
C -2.14558 4.68654 2.45255 0.01 -0.02 -0.03 -1.079
C -1.19012 3.68199 2.47994 0.07 0.03 0.04 -0.432
C -1.14850 2.72314 1.46772 0.03 0.01 0.12 -0.301
P 0.13967 1.44601 1.45500 -0.24 0.57 -0.13 0.504
C 1.67875 2.36996 1.79914 0.23 -0.31 -0.42 0.173
C 1.93272 3.45345 0.72971 0.13 -0.06 0.12 -0.296
C 3.43415 3.77161 0.61592 -0.02 -0.06 0.15 -0.696
C 4.11760 3.62199 1.97304 0.02 -0.05 -0.10 -1.082
C 4.11443 2.15074 2.41598 -0.13 0.10 0.07 -0.843
C 2.87396 1.40711 1.89119 0.10 0.11 0.20 0.678
C -0.13139 0.39211 2.94244 -0.14 -0.24 -0.39 1.085
C 0.23461 1.05290 4.27591 0.16 -0.14 0.12 -0.799
C 0.10149 0.01824 5.40160 -0.18 0.14 -0.01 -0.836
C -1.31406 -0.55158 5.46693 0.16 -0.15 -0.04 -0.985
C -1.71274 -1.15537 4.12253 -0.07 0.15 0.09 -0.265
C -1.57607 -0.12208 3.00531 0.13 0.01 0.26 -0.797
C -2.99120 -0.02845 -0.17400 -0.50 0.34 -0.19 0.949
C -4.30088 0.19438 0.26514 -0.06 -0.21 0.05 -0.912
C -5.02499 -0.80698 0.89540 0.02 0.13 -0.01 -1.160
C -4.42661 -2.03798 1.13388 0.10 -0.03 0.03 -0.800
C -3.13060 -2.27051 0.70528 0.00 -0.03 0.06 0.102
C -2.41962 -1.27567 0.02557 -0.12 -0.42 -0.25 0.053
P -0.74901 -1.62824 -0.59380 -0.35 1.12 1.56 -0.968
C -0.78386 -3.00722 -1.86844 0.59 0.48 -0.65 0.385
C -0.84564 -2.58640 -3.33933 -0.35 0.02 0.08 -0.774
C -2.23988 -2.10340 -3.73553 0.15 -0.17 -0.03 0.055
C -3.23772 -3.24511 -3.58330 -0.04 0.07 0.18 -1.449
C -3.25840 -3.73903 -2.13809 0.15 0.00 -0.21 -0.153
C -1.85734 -4.08809 -1.62093 -0.33 0.17 0.35 -1.516
C 0.18691 -2.33824 0.84792 0.53 -0.05 -0.47 1.529
C 0.03768 -3.85910 1.04587 -0.07 0.09 0.24 -0.917
C 0.87029 -4.32762 2.24471 0.04 -0.06 -0.14 -0.689
C 2.34236 -3.99151 2.05942 -0.06 0.12 0.17 -1.090
C 2.50253 -2.48533 1.89737 -0.02 -0.20 -0.11 -0.368
C 1.68448 -1.97061 0.71536 -0.19 -0.11 0.31 -0.187
H -3.90582 2.43249 -2.17749 0.04 -0.04 0.06 0.611
H -3.07345 1.23171 -3.15031 -0.16 0.05 0.07 0.700
H -2.34430 2.83281 -2.90904 -0.07 0.00 0.02 0.369
H -3.70518 3.88373 -0.43503 0.03 0.01 0.03 0.444
H -3.78646 5.54742 1.36669 0.02 -0.01 0.01 0.474
H -2.17245 5.42507 3.24320 0.00 -0.01 -0.02 0.494
H -0.46577 3.66721 3.28479 -0.04 0.03 -0.02 0.415
H 1.52706 2.84428 2.77177 -0.09 -0.02 0.00 1.292
H 1.36620 4.35215 0.99001 -0.01 -0.01 0.03 0.654
H 1.56058 3.10652 -0.23224 0.01 0.05 0.03 -1.039
H 3.57703 4.78461 0.23711 -0.02 -0.02 -0.07 0.707
H 3.89940 3.08394 -0.09750 0.00 0.05 -0.02 0.086
H 3.58802 4.23804 2.70662 0.04 0.02 0.00 0.329
H 5.13918 3.99733 1.92561 0.00 0.02 0.06 0.543
H 4.15308 2.10303 3.50639 0.02 -0.04 0.00 0.324
H 5.00641 1.64403 2.04473 0.01 0.00 0.00 0.406
H 2.65066 0.55935 2.54705 0.01 -0.02 -0.04 0.112
H 3.07177 1.01165 0.89598 0.00 0.00 0.11 -1.147
H 0.54278 -0.46056 2.79508 0.03 0.08 0.09 -0.535
H -0.45381 1.87687 4.48246 0.06 0.02 -0.04 0.309
H 1.25436 1.43970 4.27228 -0.04 0.03 -0.01 0.277
H 0.35631 0.49824 6.34714 0.05 -0.05 0.01 0.466
H 0.82109 -0.79247 5.24309 0.01 0.03 0.00 0.325
H -2.01538 0.24589 5.73251 -0.01 -0.03 0.00 0.387
H -1.37316 -1.30997 6.24873 -0.04 0.04 0.03 0.469
H -2.74082 -1.52126 4.16201 0.03 -0.04 -0.04 0.468
H -1.06424 -2.01519 3.90634 -0.06 0.00 0.00 -0.140
H -2.24710 0.72055 3.20380 0.01 0.01 -0.04 0.810
H -1.87562 -0.55155 2.05909 -0.06 0.04 0.02 -0.340
H -4.76182 1.16728 0.12116 0.02 -0.04 0.02 0.425
H -6.04386 -0.62417 1.21313 0.03 -0.01 0.01 0.469
H -4.97029 -2.82161 1.64664 0.02 0.03 0.00 0.535
H -2.67956 -3.23167 0.90425 -0.10 0.04 0.01 0.009
H 0.21118 -3.43357 -1.70708 -0.01 -0.06 0.09 1.141
H -0.58252 -3.45905 -3.94515 -0.03 -0.04 0.07 0.851
H -0.10114 -1.83984 -3.53299 0.30 0.04 -0.17 -0.500
H -2.22768 -1.74405 -4.76661 -0.01 0.05 0.03 0.534
H -2.53386 -1.26375 -3.08732 -0.04 0.00 -0.07 -0.152
H -2.94601 -4.06125 -4.25063 -0.05 0.03 -0.04 0.403
H -4.23773 -2.92083 -3.87155 -0.01 -0.06 -0.06 0.511
H -3.87973 -4.63231 -2.06012 -0.01 0.01 0.05 0.560
H -3.71742 -2.97485 -1.51099 -0.03 -0.04 -0.06 -0.082
H -1.49879 -4.96976 -2.16042 0.12 0.03 0.01 0.758
H -1.91076 -4.37317 -0.57238 0.03 -0.10 -0.13 0.137
H -0.22524 -1.82611 1.71920 -0.09 -0.07 -0.10 -0.271
H 0.37848 -4.39498 0.15668 -0.03 -0.01 0.02 0.357
H -1.00080 -4.12987 1.23090 0.05 -0.05 -0.05 0.079
H 0.73454 -5.40407 2.35839 -0.04 0.01 0.04 0.486
H 0.49654 -3.85512 3.15999 -0.01 -0.03 -0.01 0.178
H 2.72753 -4.49868 1.16856 0.03 -0.02 0.04 0.383
H 2.91972 -4.34385 2.91489 0.02 -0.04 -0.05 0.504
H 3.55165 -2.22728 1.74715 -0.02 0.09 0.01 0.398
H 2.16846 -1.98545 2.81623 0.05 -0.02 -0.01 0.124
H 2.08736 -2.39329 -0.21523 0.01 0.06 0.00 0.580
H 1.79166 -0.89236 0.65158 0.10 -0.06 -0.07 -0.955
I 5.25680 -0.66401 -0.66553 0.09 -0.01 -0.10 0.055
C 3.94238 -0.66191 -2.27191 0.12 0.02 0.09 0.308
C 4.32084 -1.17994 -3.52344 0.07 0.01 0.09 -0.200
C 3.47153 -1.13853 -4.59444 0.19 -0.11 -0.25 -0.342
I 4.08321 -1.99655 -6.39495 0.00 0.10 -0.01 0.126
C 2.18572 -0.57491 -4.45270 -0.31 -0.15 0.23 1.753
C 1.25977 -0.37535 -5.49491 -0.07 -0.03 0.00 -1.216
C 0.05280 0.21585 -5.22536 -0.14 -0.02 -0.16 -1.335
C -0.31168 0.47340 -3.89981 -0.30 -0.08 0.08 0.132
N 0.49272 0.21531 -2.89181 0.33 0.65 0.32 0.784
C 1.77917 -0.17584 -3.15259 0.03 -0.23 -0.19 0.150
C 2.68350 -0.13130 -2.06198 -0.02 0.11 -0.05 -1.490
O 2.29837 0.43486 -0.95269 -0.08 -0.05 0.29 -1.035
H 5.30900 -1.60171 -3.65255 -0.01 -0.01 0.11 0.450
H 1.50359 -0.68455 -6.50431 0.08 0.08 0.03 0.372
H -0.65066 0.42334 -6.02076 -0.02 0.02 0.07 0.630
H -1.28642 0.86105 -3.65164 0.07 -0.07 -0.13 -0.927
N 1.94761 4.62905 -2.40771 -0.06 -0.02 -0.04 -0.349
C 1.41642 3.46412 -2.83452 0.22 0.13 0.11 0.406
N 1.81083 3.03780 -4.05666 -0.05 -0.02 0.06 -0.325
O 0.62053 2.82116 -2.12584 -0.40 -0.09 0.17 -0.225
H 2.51596 5.21285 -2.99475 0.03 -0.01 0.00 0.184
H 1.67460 4.98083 -1.50791 -0.05 -0.02 -0.01 0.266
H 2.39604 3.59576 -4.65238 0.02 0.01 0.00 0.161
H 1.36263 2.23532 -4.46065 -0.01 0.03 -0.01 0.228
```
Positions in Å, forces in eV/Å.

Properties
**Charge**: +2
**HOMO-LUMO gap (alpha / beta)**: 5.2 / 5.2 eV

(2)
Computed, not measured: a cluster of 5 separate species, C47H64BN3O15S in total, with ωB97M-V/def2-TZVPD.

XYZ file:
```
131
Properties=species:S:1:pos:R:3:forces:R:3:mulliken_charge:R:1
C 3.60630 -5.70545 -0.03772 -0.22 -0.43 0.44 -1.337
C 3.42309 -5.34593 1.46429 -0.19 -0.28 -0.51 -1.389
C 2.82995 -3.98126 1.68868 0.00 0.36 0.10 0.300
C 3.67174 -2.86138 1.58786 0.10 -0.02 0.36 0.768
S 5.38267 -3.12240 1.11507 -0.03 -0.15 -0.23 -0.228
C 3.16460 -1.57543 1.81540 -0.20 -0.45 -0.04 0.244
C 1.81506 -1.41059 2.13390 -0.02 0.01 -0.18 0.440
C 0.94578 -2.51084 2.23701 0.21 -0.45 0.32 -0.459
C -0.52197 -2.31693 2.54650 -0.13 0.06 -0.59 -1.871
C -1.24235 -1.89245 1.26002 0.06 -0.22 -0.22 0.524
O -2.40143 -1.15284 1.57238 -0.12 -0.01 0.23 -0.563
C 1.46164 -3.80307 2.00269 0.05 0.43 0.04 0.563
C 0.58455 -5.03114 2.09922 0.73 -0.45 -0.21 -2.344
C 0.38006 -5.75674 0.74755 -0.68 -0.17 0.41 -0.360
C -1.11434 -5.78715 0.36555 0.46 -0.41 -0.58 -0.959
C -1.29033 -5.63262 -1.13638 -0.29 0.19 -0.17 -0.716
N -2.72172 -5.35477 -1.48664 0.84 0.30 0.36 -0.356
C -2.81460 -4.25298 -2.35212 0.00 -0.03 0.11 0.552
C -2.18541 -4.39553 -3.70682 -0.10 -0.18 0.37 -0.365
O -3.36947 -3.23314 -2.00604 -0.37 0.12 0.01 -0.635
C 1.34734 -0.00216 2.37212 -0.07 -0.03 -0.07 0.690
O 0.50225 0.25000 3.19599 -0.11 0.24 0.24 -0.604
C 2.02278 1.07341 1.56614 0.16 -0.26 -0.15 0.204
C 1.36520 2.22552 1.13920 -0.10 0.81 0.36 -0.641
C -0.08055 2.51914 1.44490 -0.31 -0.07 -0.44 -1.307
N -0.89167 1.78433 0.46207 -0.37 0.09 -0.11 -0.166
C -2.31794 2.06711 0.67201 0.24 -0.01 0.44 -1.078
C 2.07454 3.17516 0.37805 0.07 -0.59 0.35 -0.077
N 1.37152 4.37185 -0.02473 1.29 0.31 -0.43 0.720
C 1.40113 4.58931 -1.46289 -0.18 0.00 0.08 0.907
C 2.56999 5.19238 -2.19727 0.44 0.37 0.17 -1.210
O 0.42622 4.29417 -2.08160 -0.54 -0.42 -0.36 -0.548
C 1.72449 5.53419 0.80351 0.06 -0.04 0.22 0.630
C 3.10399 6.12640 0.86690 0.54 -0.19 -0.14 -1.104
O 0.85990 5.98955 1.48263 -0.71 0.24 0.32 -0.527
C 3.41464 2.94413 0.06770 -0.31 -0.15 0.03 -0.586
C 4.07333 1.79786 0.49733 0.48 -0.21 0.06 -0.456
B 5.59956 1.62841 0.10012 0.04 -0.47 0.21 0.926
C 6.07583 1.02300 -1.27840 -0.24 0.57 0.51 -1.108
O 6.49614 2.09276 1.01566 0.01 0.83 -0.33 -0.775
C 3.37121 0.86445 1.25679 -0.60 0.61 -0.37 0.737
C 4.02717 -0.36109 1.75011 -0.49 -0.45 0.04 0.071
O 5.18265 -0.37901 2.09007 0.68 0.22 0.03 -0.676
H 3.30135 -4.90582 -0.70651 0.23 0.17 -0.05 0.378
H 4.63201 -6.01159 -0.21737 0.13 0.25 -0.22 0.339
H 2.98626 -6.56642 -0.27831 -0.07 -0.05 -0.11 0.440
H 4.39766 -5.41514 1.93151 0.08 0.20 0.19 0.729
H 2.81206 -6.11645 1.92144 -0.12 0.02 0.11 0.362
H 5.97412 -2.85326 2.28645 -0.13 0.18 -0.01 0.163
H -0.68803 -1.58626 3.32225 0.08 0.26 0.01 0.497
H -0.98943 -3.23432 2.87435 0.05 -0.06 0.26 0.674
H -1.52041 -2.79413 0.70169 0.04 -0.06 -0.06 -0.352
H -0.56134 -1.34226 0.60317 -0.06 0.35 0.09 0.240
H -3.00012 -1.18272 0.82037 0.04 0.02 -0.07 0.367
H 1.07492 -5.71778 2.78813 -0.04 -0.03 0.14 0.689
H -0.38667 -4.83863 2.52505 -0.04 0.18 0.13 0.632
H 0.98381 -5.31894 -0.04040 -0.03 0.27 -0.09 0.251
H 0.70700 -6.79211 0.82851 0.19 -0.05 0.02 0.401
H -1.66668 -4.98753 0.85711 0.01 0.07 0.11 0.482
H -1.52027 -6.74586 0.68733 -0.31 0.08 0.13 0.344
H -0.68497 -4.77022 -1.42365 0.10 0.03 -0.09 0.414
H -0.90119 -6.48974 -1.68392 -0.08 -0.14 0.00 0.381
H -3.15796 -5.05648 -0.62019 -0.32 -0.07 -0.08 0.385
H -2.46788 -5.35217 -4.13903 -0.03 0.00 -0.18 0.393
H -1.10171 -4.37346 -3.62422 0.13 0.05 -0.04 0.285
H -2.51215 -3.54995 -4.29055 0.15 -0.06 -0.28 -0.342
H -0.35527 2.26848 2.46323 0.01 -0.42 -0.02 0.299
H -0.28847 3.58059 1.32297 0.27 0.21 0.15 0.933
H -0.66549 2.20030 -0.43812 0.20 -0.13 -0.02 0.291
H -2.45488 3.08035 1.06958 -0.17 0.08 -0.10 0.376
H -2.87430 1.98092 -0.25656 0.01 -0.08 -0.12 0.342
H -2.72619 1.36298 1.39459 -0.03 -0.04 0.04 0.251
H 2.83220 4.59211 -3.06294 -0.20 -0.21 -0.05 0.291
H 2.26004 6.16463 -2.57740 -0.07 0.08 -0.02 0.346
H 3.46467 5.33907 -1.60565 0.02 -0.01 0.10 0.275
H 3.32909 6.72440 -0.01324 -0.14 0.09 -0.10 0.301
H 3.89103 5.38049 0.95052 -0.04 -0.16 0.00 0.278
H 3.17417 6.75977 1.74210 -0.14 0.07 0.09 0.375
H 3.96182 3.66939 -0.51651 0.02 0.03 -0.05 0.234
H 7.08809 0.63620 -1.18601 0.04 -0.20 -0.14 0.317
H 6.09552 1.83672 -2.00937 -0.04 -0.05 -0.19 0.362
H 5.37835 0.26768 -1.62955 0.09 -0.14 -0.16 0.309
H 7.32579 2.35179 0.60019 0.24 -0.40 0.20 0.288
O -3.33060 4.56763 7.66540 -0.11 -0.10 -0.04 -0.570
C -2.47235 4.10232 6.97702 0.15 0.19 0.18 0.439
O -2.47324 2.80216 6.57915 0.03 0.21 -0.05 -0.360
C -1.26429 2.51627 5.85555 0.15 -0.34 -0.08 -0.192
C -0.76368 3.84995 5.35026 0.15 0.33 -0.09 -0.189
C -1.23141 4.80671 6.44311 -0.13 -0.37 -0.40 -0.482
H -0.55950 2.04293 6.54418 -0.01 -0.01 0.00 0.162
H -1.47824 1.82829 5.04033 -0.16 -0.11 0.15 0.186
H 0.31144 3.86576 5.17833 0.00 -0.04 0.00 0.297
H -1.26183 4.08409 4.40752 0.04 0.07 0.00 0.147
H -0.50417 4.89122 7.25181 -0.04 0.07 0.04 0.268
H -1.48149 5.79270 6.06357 -0.02 0.08 0.21 0.314
O 4.77280 5.00226 3.70428 -0.21 0.06 0.01 -0.624
C 4.62700 3.98339 4.31655 0.36 -0.01 -0.08 0.523
O 3.83828 3.89999 5.41687 -0.06 0.01 -0.04 -0.415
C 3.93819 2.58711 5.99729 -0.03 -0.19 0.02 -0.552
C 4.41524 1.68668 4.86625 0.11 -0.03 -0.05 0.117
C 5.27710 2.64187 4.04396 -0.55 -0.26 0.15 0.363
H 4.64984 2.62826 6.82490 0.02 0.02 -0.02 0.255
H 2.96445 2.29781 6.38627 -0.05 0.15 0.01 0.378
H 4.94115 0.79955 5.21294 0.01 0.03 0.05 0.532
H 3.56054 1.35830 4.27025 -0.02 0.01 0.02 -0.375
H 6.30865 2.67079 4.39753 0.04 0.05 -0.09 0.350
H 5.25479 2.41158 2.98451 0.26 0.13 -0.03 -0.469
O -1.07147 -1.72260 -5.79993 0.04 0.05 -0.15 -0.601
C -2.06889 -1.06982 -5.91812 0.06 -0.13 0.34 0.632
O -2.11301 0.07352 -6.64042 -0.02 0.00 -0.04 -0.383
C -3.40743 0.69079 -6.50943 -0.19 0.07 0.08 -0.546
C -4.34681 -0.43654 -6.10159 0.30 0.16 0.16 -0.390
C -3.42118 -1.33514 -5.28660 -0.32 0.34 -0.40 -0.307
H -3.33889 1.47638 -5.75259 0.04 -0.02 0.01 0.225
H -3.68203 1.14363 -7.45936 0.16 -0.01 -0.05 0.336
H -5.22272 -0.09041 -5.55660 0.03 0.05 0.01 0.368
H -4.68827 -0.96709 -6.97915 -0.03 -0.01 -0.10 0.217
H -3.38056 -1.04142 -4.23588 0.06 -0.16 0.04 0.266
H -3.69164 -2.38192 -5.37385 0.06 -0.03 0.14 0.229
O -6.59700 -1.97852 -7.10928 -0.24 -0.15 -0.23 -0.561
C -7.57497 -1.30410 -7.24778 0.04 -0.15 0.32 0.556
O -7.57779 -0.17114 -7.98927 -0.03 0.01 -0.04 -0.351
C -8.85379 0.48625 -7.88571 -0.17 0.06 -0.01 -0.413
C -9.83110 -0.60446 -7.46856 -0.03 -0.08 0.10 -0.484
C -8.94205 -1.51942 -6.62810 -0.25 0.18 -0.42 -0.474
H -8.77326 1.27972 -7.13984 0.01 -0.02 0.02 0.265
H -9.10150 0.93141 -8.84597 0.16 -0.01 -0.04 0.299
H -10.70167 -0.22056 -6.94100 0.04 0.06 0.02 0.327
H -10.18258 -1.14302 -8.34953 0.00 0.02 -0.01 0.269
H -8.90327 -1.20860 -5.58300 0.04 -0.08 0.03 0.252
H -9.23220 -2.56365 -6.69497 0.14 -0.06 0.19 0.318
```
Positions in Å, forces in eV/Å.

Properties
**Charge**: 0
**Structure (SMILES)**: CCc1c(S)c2c(c(CCO)c1CCCCNC(C)=O)C(=O)c1c(CNC)c(N(C(C)=O)C(C)=O)cc(B(C)O)c1C2=O.O=C1CCCO1.O=C1CCCO1.O=C1CCCO1.O=C1CCCO1
**HOMO-LUMO gap**: 7.9 eV